# 1
C26H9Cl76N2O2 | wB97M-V/def2-TZVPD

XYZ file:
```
115
Properties=species:S:1:pos:R:3:forces:R:3:lowdin_charge:R:1
O -4.734 2.992 -1.251 0.044 0.043 -0.103 0.107
C -3.708 3.595 -1.235 -0.177 0.098 0.007 -0.502
O -3.661 4.880 -1.712 -0.308 -0.020 0.314 0.076
C -2.386 3.003 -0.788 -0.088 0.181 0.054 -0.097
C -2.105 3.113 0.739 -0.130 0.103 -0.508 -0.117
C -1.068 4.139 1.039 -0.409 -0.402 0.113 -0.173
C 0.209 3.839 1.395 0.380 -0.343 0.257 0.003
C 1.097 4.861 1.701 0.833 0.252 0.108 -0.095
N 0.832 6.149 1.631 -1.031 -0.371 -0.224 0.127
N -0.428 6.381 1.271 0.023 0.163 0.259 0.018
C -1.359 5.488 1.014 -0.205 0.084 -0.112 0.002
H -3.092 5.434 -1.166 0.280 0.025 -0.327 0.044
H -2.411 1.959 -1.067 -0.058 -0.168 0.009 0.076
H -1.599 3.475 -1.369 0.232 -0.025 -0.010 0.100
H -3.021 3.379 1.264 -0.115 -0.129 0.111 0.114
H -1.758 2.155 1.109 -0.070 -0.127 0.086 0.122
H 0.553 2.819 1.474 -0.024 -0.107 0.043 0.116
H 2.088 4.606 2.038 0.164 0.283 -0.254 0.035
H -0.686 7.366 1.199 0.265 0.036 0.133 0.045
H -2.345 5.863 0.783 0.025 0.076 0.138 0.067
C 1.015 0.763 -2.170 -0.016 -0.171 -0.044 -2.005
Cl -0.634 0.135 -2.211 -0.083 0.021 0.008 0.569
Cl 2.051 -0.422 -1.383 0.011 0.088 0.019 0.511
Cl 1.567 1.088 -3.799 -0.143 0.253 0.063 0.552
Cl 1.047 2.280 -1.218 0.061 -0.047 -0.122 0.567
C 0.733 10.434 -0.434 -0.217 -0.057 -0.049 -2.030
Cl -0.950 10.947 -0.423 -0.065 0.244 -0.029 0.528
Cl 1.740 11.544 0.468 -0.036 -0.005 0.050 0.578
Cl 0.791 8.818 0.343 0.578 0.312 -0.133 0.556
Cl 1.312 10.290 -2.084 0.014 -0.034 -0.025 0.565
C 3.439 -4.161 -0.246 0.008 0.022 0.061 -2.025
Cl 1.743 -4.616 -0.320 -0.009 -0.183 -0.152 0.520
Cl 4.348 -5.321 0.714 -0.034 -0.018 0.035 0.563
Cl 4.124 -4.072 -1.869 0.113 0.185 0.144 0.501
Cl 3.542 -2.560 0.524 0.144 0.031 0.039 0.460
C 1.325 -6.770 -4.729 -0.095 -0.072 -0.019 -2.043
Cl -0.126 -5.810 -5.048 -0.027 0.022 -0.003 0.524
Cl 2.382 -5.872 -3.637 -0.079 -0.141 -0.195 0.467
Cl 0.866 -8.296 -3.970 -0.020 -0.029 0.017 0.536
Cl 2.151 -7.098 -6.254 0.074 0.096 0.107 0.502
C -5.900 0.066 0.511 0.005 -0.030 -0.039 -2.034
Cl -7.484 0.831 0.493 -0.019 0.036 -0.008 0.556
Cl -4.769 1.084 1.430 0.052 -0.024 0.116 0.542
Cl -6.005 -1.510 1.295 -0.004 -0.039 0.032 0.537
Cl -5.316 -0.132 -1.136 0.007 -0.076 0.075 0.509
C -6.483 -0.713 -5.050 -0.006 0.011 -0.055 -2.035
Cl -4.896 -0.824 -4.263 0.056 -0.018 -0.082 0.491
Cl -7.715 -0.305 -3.860 -0.004 0.002 0.046 0.536
Cl -6.425 0.534 -6.293 -0.001 0.039 -0.023 0.527
Cl -6.866 -2.271 -5.785 -0.002 0.107 0.178 0.500
C -4.486 8.674 -0.741 -0.347 0.180 -0.167 -2.025
Cl -5.786 7.502 -0.638 0.039 -0.012 0.022 0.588
Cl -3.009 7.964 -0.012 0.060 0.108 -0.056 0.539
Cl -4.145 9.066 -2.417 0.043 -0.026 0.018 0.573
Cl -4.895 10.130 0.154 0.037 -0.002 0.024 0.568
C 4.065 3.516 5.317 0.003 -0.128 0.075 -2.018
Cl 5.132 2.167 4.970 -0.153 0.041 0.248 0.483
Cl 4.988 5.007 5.450 -0.002 0.015 -0.003 0.565
Cl 2.893 3.685 3.971 0.089 -0.118 0.238 0.543
Cl 3.175 3.195 6.793 -0.009 0.244 0.089 0.540
C -5.556 -0.804 -10.190 -0.009 0.012 -0.002 -2.052
Cl -5.255 -1.723 -11.664 0.005 -0.019 -0.031 0.531
Cl -5.057 0.875 -10.427 0.016 0.032 0.001 0.525
Cl -7.276 -0.854 -9.804 0.032 0.193 0.066 0.496
Cl -4.625 -1.507 -8.863 0.037 -0.025 0.033 0.502
C 4.343 -1.886 -5.743 -0.008 -0.087 0.070 -2.036
Cl 3.486 -1.134 -7.089 -0.033 0.027 -0.026 0.541
Cl 3.624 -1.360 -4.216 0.164 -0.089 -0.043 0.466
Cl 4.205 -3.639 -5.859 -0.063 0.133 0.151 0.487
Cl 6.042 -1.416 -5.788 0.025 0.000 0.000 0.545
C -1.277 -3.685 2.670 0.000 -0.029 -0.007 -2.053
Cl -1.681 -3.451 4.371 -0.043 0.028 -0.008 0.519
Cl -2.464 -2.847 1.663 -0.049 0.064 -0.028 0.511
Cl 0.332 -3.028 2.346 0.031 0.137 0.123 0.487
Cl -1.284 -5.401 2.273 -0.087 -0.015 -0.068 0.521
C 5.363 -6.722 -9.063 0.049 0.003 -0.070 -2.054
Cl 3.678 -7.243 -9.173 -0.042 -0.057 -0.094 0.504
Cl 6.276 -7.881 -8.097 0.008 -0.032 0.025 0.535
Cl 6.049 -6.628 -10.685 0.014 0.008 -0.003 0.536
Cl 5.424 -5.137 -8.290 0.081 -0.136 -0.161 0.492
C -7.877 -4.979 -9.594 -0.026 -0.008 -0.032 -2.045
Cl -7.251 -4.039 -8.235 0.014 -0.156 -0.091 0.460
Cl -8.312 -3.869 -10.893 -0.102 -0.160 -0.120 0.510
Cl -6.635 -6.094 -10.161 0.027 -0.021 -0.002 0.535
Cl -9.301 -5.886 -9.080 -0.002 -0.003 0.001 0.538
C 6.258 -1.402 4.788 0.006 -0.008 -0.083 -2.030
Cl 7.212 -2.883 4.674 0.075 0.192 -0.172 0.521
Cl 7.340 -0.008 4.852 0.234 -0.067 -0.065 0.511
Cl 5.231 -1.274 3.351 -0.040 0.018 0.000 0.497
Cl 5.255 -1.421 6.232 -0.027 -0.026 0.001 0.518
C 1.450 0.017 8.638 -0.030 0.006 -0.018 -2.054
Cl -0.111 0.839 8.577 -0.022 -0.010 0.033 0.498
Cl 2.538 0.893 9.718 0.025 0.025 0.014 0.532
Cl 1.231 -1.629 9.223 -0.002 -0.036 0.011 0.541
Cl 2.147 -0.020 7.015 -0.017 -0.196 -0.063 0.480
C 7.637 2.702 1.201 -0.004 -0.018 -0.018 -2.058
Cl 6.268 3.255 2.178 0.055 0.095 -0.209 0.478
Cl 7.846 3.767 -0.189 -0.005 0.013 -0.014 0.534
Cl 9.094 2.721 2.190 0.038 -0.003 0.023 0.539
Cl 7.318 1.057 0.647 -0.008 -0.045 -0.016 0.523
C 0.149 -6.988 5.992 0.018 -0.019 -0.014 -2.056
Cl 0.948 -5.829 4.926 0.133 -0.002 0.050 0.495
Cl -1.575 -7.047 5.619 -0.052 -0.002 -0.013 0.515
Cl 0.855 -8.586 5.753 0.021 -0.034 -0.006 0.535
Cl 0.366 -6.492 7.670 0.027 0.036 0.065 0.526
C -4.197 0.718 8.972 0.023 -0.040 0.006 -2.067
Cl -5.889 1.207 8.952 -0.031 0.011 -0.004 0.536
Cl -3.878 -0.377 7.623 0.009 -0.026 -0.042 0.514
Cl -3.169 2.151 8.811 -0.029 0.107 -0.008 0.490
Cl -3.827 -0.094 10.490 0.013 -0.018 0.028 0.537
C 6.030 -5.735 8.325 -0.018 0.019 0.003 -2.056
Cl 4.684 -5.067 9.255 -0.072 0.010 0.026 0.516
Cl 6.349 -4.687 6.938 -0.040 -0.231 0.202 0.469
Cl 7.465 -5.808 9.347 0.045 -0.020 0.021 0.535
Cl 5.616 -7.355 7.764 -0.017 -0.014 -0.011 0.530
```
Forces are in eV/Å.

Output
Net charge = +1
2S+1 = 1
Kohn-Sham gap = 7.44 eV


# 2
C27H12BCl80NO6S | wB97M-V/def2-TZVPD

XYZ file:
```
128
Properties=species:S:1:pos:R:3:forces:R:3:lowdin_charge:R:1
C -6.515 -0.452 0.689 -0.244 1.015 0.143 -0.073
C -6.332 1.019 1.042 0.100 -0.387 1.237 -0.188
O -5.057 1.547 0.661 -0.425 -0.151 0.550 0.112
B -4.746 1.365 -0.627 1.299 0.256 -0.016 -0.694
O -5.706 1.298 -1.578 -0.681 -0.442 -0.385 0.159
C -3.193 1.277 -1.002 -1.263 0.016 0.187 -0.161
C -2.324 0.835 0.158 0.642 0.184 -0.567 -0.072
C -2.182 -0.644 0.319 0.479 0.303 0.659 -0.348
O -1.136 -0.857 1.289 -1.259 0.312 -0.791 -0.113
C -1.669 -0.830 2.469 3.724 -1.085 -10.849 -0.533
N -1.916 -0.564 3.480 -3.503 2.379 11.857 0.234
O -1.704 -1.296 -0.832 -0.125 0.257 -0.610 -0.119
S -2.813 -1.226 -1.986 0.005 1.381 0.029 0.552
O -4.015 -1.726 -1.491 -3.062 -0.437 2.179 -0.222
O -2.357 -1.901 -3.099 2.483 -1.260 -2.929 -0.219
C -2.970 0.499 -2.298 1.138 0.191 1.144 -0.192
H -7.150 -0.890 1.437 -0.355 -0.300 0.256 0.044
H -7.019 -0.492 -0.253 -0.025 -0.526 -0.630 0.029
H -5.584 -0.993 0.694 0.379 -0.197 -0.178 0.077
H -7.159 1.614 0.700 -0.201 0.369 -0.578 0.121
H -6.372 1.085 2.117 0.259 0.276 0.480 0.117
H -5.619 0.449 -2.023 -0.248 0.029 -0.621 0.028
H -2.909 2.299 -1.224 0.053 0.420 -0.115 0.153
H -2.659 1.227 1.101 -0.463 0.272 0.372 0.135
H -1.324 1.233 0.018 0.395 -0.118 -0.036 0.112
H -3.059 -1.147 0.697 -0.500 -0.160 -0.130 0.158
H -3.751 0.670 -3.015 -0.367 -0.183 -0.422 0.103
H -2.025 0.796 -2.720 0.114 0.008 -0.213 0.010
C -7.690 0.336 -4.774 -0.088 0.119 0.009 -2.016
Cl -8.906 0.445 -3.500 0.006 -0.010 0.053 0.528
Cl -7.140 1.957 -5.205 0.017 -0.020 0.013 0.552
Cl -6.319 -0.618 -4.188 0.113 -0.224 -0.020 0.588
Cl -8.379 -0.457 -6.190 0.351 0.413 0.174 0.475
C 2.538 1.538 -0.369 0.028 0.116 -0.060 -1.994
Cl 2.844 2.484 -1.833 -0.196 -0.343 0.207 0.469
Cl 4.035 0.756 0.161 -0.030 -0.090 0.031 0.510
Cl 1.968 2.613 0.912 -0.095 -0.029 -0.144 0.524
Cl 1.316 0.300 -0.694 0.088 0.035 -0.056 0.576
C 1.337 -3.801 2.195 -0.015 0.007 0.308 -1.975
Cl -0.134 -2.824 2.234 1.446 -1.893 0.335 0.726
Cl 2.567 -2.960 1.246 0.002 0.049 -0.012 0.532
Cl 1.936 -4.041 3.849 0.196 0.545 -0.357 0.499
Cl 0.987 -5.360 1.440 0.044 0.021 -0.055 0.525
C 6.213 4.851 -1.579 -0.042 -0.074 0.085 -2.017
Cl 5.767 3.241 -1.026 0.423 0.126 0.029 0.475
Cl 4.746 5.782 -1.889 -0.045 0.002 -0.028 0.488
Cl 7.169 5.662 -0.331 0.004 0.059 -0.011 0.528
Cl 7.155 4.727 -3.065 0.091 0.121 0.030 0.524
C 3.581 9.707 -2.312 0.043 0.016 0.039 -2.044
Cl 3.243 10.973 -3.495 -0.019 -0.008 -0.016 0.533
Cl 2.538 8.311 -2.634 0.005 0.037 0.019 0.500
Cl 5.275 9.223 -2.437 -0.037 0.050 0.002 0.517
Cl 3.263 10.319 -0.687 -0.016 0.051 -0.056 0.511
C 3.102 1.082 4.889 -0.053 -0.032 0.023 -2.048
Cl 3.226 2.631 4.042 0.132 0.025 0.118 0.494
Cl 3.375 1.332 6.616 0.024 0.030 0.025 0.532
Cl 1.495 0.409 4.641 -0.142 -0.055 -0.057 0.532
Cl 4.318 -0.031 4.262 -0.237 0.010 0.142 0.490
C 0.134 -7.473 5.815 0.030 0.015 -0.061 -2.028
Cl 0.709 -6.747 4.312 -0.271 -0.606 0.292 0.478
Cl 1.495 -8.198 6.680 0.000 -0.006 0.012 0.530
Cl -0.600 -6.220 6.822 0.158 0.027 -0.081 0.504
Cl -1.060 -8.721 5.452 -0.005 -0.014 0.011 0.514
C -3.776 -8.146 8.490 -0.078 0.081 -0.025 -2.042
Cl -2.430 -7.645 9.514 0.003 -0.019 0.003 0.520
Cl -3.910 -7.063 7.096 -0.095 -0.099 0.103 0.505
Cl -3.507 -9.802 7.933 -0.010 -0.020 -0.005 0.506
Cl -5.274 -8.083 9.422 -0.004 -0.005 -0.008 0.503
C 2.304 7.929 2.263 0.025 0.009 -0.050 -2.053
Cl 2.062 6.753 3.562 -0.005 -0.022 0.028 0.518
Cl 3.001 9.405 2.931 -0.199 0.181 -0.123 0.500
Cl 3.407 7.259 1.063 0.057 -0.177 -0.024 0.494
Cl 0.752 8.294 1.502 -0.002 -0.008 0.000 0.530
C 8.014 1.655 2.947 0.052 0.060 0.080 -2.036
Cl 7.698 2.924 1.766 0.016 0.011 0.032 0.503
Cl 6.964 0.273 2.615 0.276 -0.042 -0.234 0.490
Cl 9.702 1.150 2.838 -0.102 0.068 0.045 0.505
Cl 7.681 2.266 4.571 -0.037 -0.013 0.019 0.532
C 6.795 8.651 5.158 -0.006 -0.050 0.010 -2.057
Cl 6.928 10.223 4.361 -0.001 0.019 -0.017 0.521
Cl 7.085 8.843 6.889 0.009 0.008 0.004 0.527
Cl 5.178 7.999 4.898 0.150 -0.124 0.143 0.492
Cl 7.993 7.544 4.479 0.012 -0.008 -0.009 0.521
C 0.308 1.923 -4.931 0.146 -0.041 0.015 -1.996
Cl -0.556 2.559 -6.334 -0.294 -0.451 0.406 0.501
Cl 0.309 3.114 -3.627 -0.385 0.143 -0.186 0.518
Cl -0.492 0.451 -4.375 0.387 -0.173 -0.397 0.619
Cl 1.975 1.566 -5.383 -0.035 -0.027 -0.022 0.519
C -8.348 -3.876 0.152 0.024 -0.032 -0.036 -2.047
Cl -8.502 -2.654 -1.115 -0.116 -0.062 -0.092 0.531
Cl -9.394 -5.247 -0.227 -0.009 -0.011 -0.010 0.529
Cl -6.671 -4.417 0.238 0.020 0.028 0.009 0.540
Cl -8.830 -3.191 1.709 -0.040 -0.017 0.004 0.538
C 12.981 -1.448 2.377 0.025 0.051 -0.064 -2.042
Cl 14.425 -1.660 1.384 -0.167 0.332 -0.028 0.502
Cl 12.664 -2.931 3.283 -0.007 -0.013 0.015 0.519
Cl 13.232 -0.112 3.505 -0.010 0.009 0.019 0.525
Cl 11.599 -1.087 1.341 0.081 -0.100 -0.066 0.509
C -8.850 -1.828 -10.259 0.044 0.039 -0.040 -2.047
Cl -7.281 -2.613 -10.446 0.006 -0.003 0.010 0.533
Cl -8.715 -0.124 -10.704 -0.001 0.010 0.009 0.530
Cl -10.035 -2.618 -11.302 -0.010 -0.003 0.008 0.532
Cl -9.374 -1.955 -8.576 -0.197 -0.226 -0.269 0.462
C -8.445 -10.971 9.712 0.030 -0.024 -0.030 -2.060
Cl -6.886 -11.462 9.045 0.005 0.001 -0.001 0.509
Cl -9.074 -12.255 10.749 -0.008 -0.001 0.011 0.524
Cl -8.240 -9.496 10.663 -0.041 0.012 0.043 0.505
Cl -9.580 -10.668 8.395 -0.008 0.008 -0.006 0.524
C -11.943 -2.748 -5.062 -0.029 -0.048 -0.018 -2.046
Cl -12.850 -2.252 -6.493 0.007 0.012 -0.020 0.529
Cl -12.041 -1.483 -3.835 0.000 0.004 0.012 0.517
Cl -12.626 -4.244 -4.419 0.001 -0.007 0.006 0.531
Cl -10.254 -3.015 -5.506 -0.132 -0.197 0.147 0.487
C 0.817 6.001 -9.023 -0.016 -0.027 -0.066 -2.048
Cl 2.340 5.723 -9.873 0.005 -0.004 0.002 0.522
Cl 0.384 4.554 -8.100 0.279 0.529 -0.327 0.466
Cl 1.001 7.365 -7.917 0.002 -0.001 0.012 0.524
Cl -0.456 6.358 -10.194 0.001 -0.001 0.001 0.524
C 5.859 1.166 -6.237 -0.012 -0.011 0.010 -2.058
Cl 4.826 1.823 -7.512 0.000 0.006 -0.022 0.514
Cl 6.032 2.360 -4.949 -0.026 -0.058 -0.044 0.492
Cl 5.121 -0.300 -5.582 -0.014 -0.008 0.004 0.520
Cl 7.447 0.781 -6.903 0.001 -0.001 -0.001 0.534
C 16.922 -5.389 1.590 -0.046 -0.054 0.038 -2.054
Cl 15.419 -4.560 2.001 0.189 -0.335 0.040 0.478
Cl 17.881 -4.363 0.517 0.009 0.016 -0.013 0.521
Cl 17.838 -5.717 3.064 0.011 0.000 0.003 0.524
Cl 16.555 -6.912 0.773 0.008 -0.005 -0.009 0.524
```
Forces are in eV/Å.

Output
Net charge = 0
2S+1 = 1
Kohn-Sham gap = 10.65 eV